A molecular structure, C13H34N6OP2Ru at a distorted geometry, computed with wB97M-V/def2-TZVPD.

```
! RIJCOSX wB97M-V def2-TZVPD def2/J DEFGRID3
* xyz 3 6
Ru 0.08 -0.07 0.08
C -2.75 1.20 5.06
N -1.60 1.34 4.19
C -0.54 2.21 4.65
C -1.49 0.66 3.03
N -0.53 0.84 2.17
N -2.45 -0.29 2.80
C -2.50 -1.26 1.82
N -3.45 -2.19 2.00
N -1.69 -1.27 0.80
H -2.66 1.91 5.88
H -2.81 0.21 5.50
H -3.69 1.43 4.55
H -0.59 2.29 5.73
H -0.64 3.22 4.23
H 0.44 1.81 4.39
H 0.13 1.57 2.42
H -3.20 -0.35 3.48
H -4.01 -2.24 2.84
H -3.60 -2.92 1.32
H -1.85 -2.08 0.19
C -0.07 3.70 -0.81
P 0.53 2.02 -1.19
C 0.55 1.98 -3.01
C 2.34 2.10 -0.76
C 3.07 0.77 -0.98
P 2.48 -0.62 0.13
C 2.99 -2.13 -0.75
C 3.57 -0.58 1.58
H 0.56 4.44 -1.29
H -0.08 3.87 0.27
H -1.09 3.81 -1.18
H 1.14 2.82 -3.37
H -0.46 2.06 -3.40
H 0.99 1.05 -3.37
H 2.43 2.42 0.28
H 2.79 2.87 -1.39
H 4.15 0.91 -0.80
H 2.95 0.44 -2.01
H 4.01 -2.00 -1.11
H 2.33 -2.33 -1.59
H 2.96 -2.97 -0.06
H 4.58 -0.84 1.26
H 3.23 -1.31 2.31
H 3.58 0.41 2.04
C -1.89 -2.66 -4.84
N -0.88 -2.32 -3.86
C 0.48 -2.76 -4.08
C -1.20 -1.63 -2.79
O -0.38 -1.26 -1.92
H -1.42 -3.16 -5.69
H -2.40 -1.77 -5.20
H -2.65 -3.33 -4.43
H 0.65 -2.92 -5.14
H 0.66 -3.70 -3.57
H 1.17 -2.01 -3.70
H -2.26 -1.37 -2.70
*
```

Frontier orbital gap (alpha / beta), eV: 10.010 / 6.422
ΔE to the lowest compared entry with this formula, charge and spin, eV: 0.6414
Total energy, eV: -46155.1794



A molecular structure, C6H10O, computed with wB97M-V/def2-TZVPD.

```
! RIJCOSX wB97M-V def2-TZVPD def2/J DEFGRID3
* xyz 0 1
C -0.69 -0.32 -2.21
C -0.28 -0.25 -0.79
O -0.77 -1.05 0.13
C -0.49 -0.11 1.20
C 0.77 -0.62 1.93
C 1.59 0.15 0.89
C 0.36 0.70 0.07
H -0.15 -1.12 -2.73
H -1.77 -0.52 -2.31
H -0.46 0.62 -2.72
H -2.58 1.44 -0.14
H -2.29 1.13 0.48
H 0.89 -1.70 1.91
H 0.86 -0.25 2.95
H 2.11 1.01 1.32
H 2.30 -0.42 0.29
H 0.36 1.76 -0.19
*
```

Frontier orbital gap (alpha / beta), eV: 7.928 / 7.926
ΔE to the lowest compared entry with this formula, charge and spin, eV: 5.0057
Total energy, eV: -8426.2347



C23H32N2O5 in the gas phase, computed with wB97M-V/def2-TZVPD.

```
! RIJCOSX wB97M-V def2-TZVPD def2/J DEFGRID3
* xyz 0 1
C -0.64 -2.99 2.39
O -0.95 -1.62 2.48
C 0.01 -0.72 2.13
C -0.36 0.62 2.15
C 0.56 1.61 1.85
C 1.86 1.29 1.48
O 2.82 2.21 1.15
C 2.46 3.57 1.15
C 2.24 -0.06 1.44
C 3.64 -0.45 1.02
N 3.88 -0.75 -0.38
C 3.67 0.32 -1.33
C 2.23 0.44 -1.84
N 1.82 -0.83 -2.42
C 0.53 -0.77 -3.09
C -0.63 -0.42 -2.19
C -1.29 -1.40 -1.47
C -2.35 -1.10 -0.61
O -2.90 -2.19 -0.01
C -3.84 -2.06 1.03
C -2.76 0.23 -0.47
O -3.86 0.57 0.31
C -4.99 0.97 -0.44
C -2.06 1.23 -1.17
O -2.44 2.55 -1.13
C -2.47 3.18 0.14
C -1.02 0.90 -2.01
C 1.90 -1.88 -1.42
C 3.34 -1.99 -0.90
C 1.32 -1.04 1.78
H -0.37 -3.27 1.37
H 0.17 -3.26 3.07
H -1.55 -3.51 2.68
H -1.37 0.88 2.43
H 0.24 2.64 1.90
H 2.16 3.91 2.15
H 3.36 4.10 0.85
H 1.67 3.78 0.43
H 4.32 0.38 1.27
H 3.95 -1.33 1.59
H 3.98 1.26 -0.87
H 4.32 0.12 -2.19
H 2.19 1.20 -2.62
H 1.56 0.74 -1.02
H 0.62 -0.03 -3.88
H 0.36 -1.75 -3.54
H -1.03 -2.44 -1.58
H -3.48 -1.39 1.81
H -4.81 -1.70 0.66
H -3.97 -3.06 1.43
H -5.76 1.24 0.28
H -5.36 0.15 -1.07
H -4.77 1.83 -1.08
H -3.06 2.61 0.87
H -2.92 4.16 -0.02
H -1.46 3.30 0.53
H -0.53 1.70 -2.55
H 1.62 -2.83 -1.89
H 1.21 -1.69 -0.58
H 3.40 -2.76 -0.13
H 3.98 -2.28 -1.74
H 1.65 -2.07 1.78
*
```

Frontier orbital gap, eV: 8.362
Structure (SMILES): COc1ccc(OC)c(CN2CCN(Cc3cc(OC)c(OC)c(OC)c3)CC2)c1
ΔE to the lowest compared entry with this formula, charge and spin, eV: 4.9385
Total energy, eV: -37585.5339



A molecular structure, C46H34AsBrIrN7 at a distorted geometry, computed with wB97M-V/def2-TZVPD.

```
! RIJCOSX wB97M-V def2-TZVPD def2/J DEFGRID3
* xyz 2 1
Ir -0.93 0.10 -0.71
N -1.66 -3.09 2.46
C -1.30 -1.94 1.90
N -1.20 -1.77 0.61
C -1.44 -2.85 -0.25
N -1.23 -2.74 -1.52
N -0.88 -1.54 -1.94
C -0.64 -1.32 -3.20
C -0.51 0.04 -3.61
C -0.41 0.40 -4.96
C -0.40 1.73 -5.30
C -0.47 2.69 -4.30
C -0.55 2.28 -2.98
N -0.57 0.99 -2.64
C -1.96 -4.08 0.30
C -2.42 -5.14 -0.49
C -2.99 -6.25 0.11
C -3.07 -6.34 1.50
C -2.60 -5.31 2.30
C -2.07 -4.18 1.69
H -1.75 -3.15 3.47
H -1.06 -1.12 2.56
H -0.66 -2.15 -3.89
H -0.37 -0.38 -5.70
H -0.35 2.04 -6.34
H -0.47 3.75 -4.53
H -0.57 2.98 -2.16
H -2.35 -5.07 -1.57
H -3.38 -7.04 -0.51
H -3.50 -7.22 1.96
H -2.65 -5.38 3.37
N 0.00 9.49 2.50
C -0.12 8.41 2.13
C -0.26 7.06 1.67
C 0.64 6.53 0.76
C 0.50 5.23 0.33
C -0.54 4.43 0.82
C -1.45 4.97 1.73
C -1.31 6.28 2.15
C -0.67 3.08 0.39
C -0.78 1.91 0.06
H 1.45 7.15 0.39
H 1.21 4.80 -0.37
H -2.26 4.36 2.10
H -2.01 6.71 2.86
Br -3.90 0.00 -2.45
C -4.27 0.11 -0.59
C -5.59 0.06 -0.17
C -5.82 0.13 1.20
C -4.75 0.30 2.06
C -3.48 0.38 1.53
N -3.22 0.26 0.22
H -6.39 -0.01 -0.88
H -6.83 0.08 1.58
H -4.89 0.39 3.13
H -2.61 0.57 2.15
C 3.51 2.13 3.39
C 2.14 2.17 3.23
C 1.53 1.47 2.20
C 2.31 0.72 1.32
C 3.69 0.66 1.49
C 4.29 1.37 2.53
As 1.53 -0.32 -0.12
C 2.83 -0.10 -1.54
C 2.70 0.98 -2.41
C 3.66 1.21 -3.38
C 4.74 0.35 -3.50
C 4.88 -0.72 -2.63
C 3.93 -0.95 -1.65
C 1.82 -2.14 0.50
C 1.83 -3.19 -0.42
C 2.14 -4.47 0.00
C 2.42 -4.71 1.34
C 2.36 -3.68 2.26
C 2.05 -2.39 1.84
H 3.98 2.68 4.19
H 1.53 2.76 3.90
H 0.46 1.51 2.06
H 4.30 0.08 0.82
H 5.36 1.32 2.65
H 1.85 1.65 -2.30
H 3.56 2.06 -4.05
H 5.49 0.52 -4.27
H 5.74 -1.38 -2.70
H 4.04 -1.79 -0.98
H 1.61 -2.99 -1.47
H 2.18 -5.28 -0.72
H 2.69 -5.71 1.66
H 2.57 -3.86 3.31
H 2.03 -1.58 2.56
*
```

Frontier orbital gap, eV: 5.941
ΔE to the lowest compared entry with this formula, charge and spin, eV: 1.6568
Total energy, eV: -192390.4849



A molecular structure, C19H49CoN3O2PSSi5Te at a distorted geometry, computed with wB97M-V/def2-TZVPD.

```
! RIJCOSX wB97M-V def2-TZVPD def2/J DEFGRID3
* xyz 2 5
Co 0.23 -0.87 0.32
C 4.81 -2.85 -2.79
Si 4.08 -4.22 -1.69
C 4.25 -5.91 -2.54
C 4.90 -4.28 0.03
C 2.19 -3.88 -1.51
C 1.26 -4.77 -2.06
C -0.09 -4.46 -2.11
C -0.51 -3.25 -1.61
N 0.34 -2.39 -1.05
C 1.63 -2.72 -0.99
S 2.61 -1.42 -0.20
H 5.85 -3.06 -2.99
H 4.75 -1.87 -2.32
H 4.30 -2.79 -3.75
H 5.30 -6.13 -2.72
H 3.76 -5.94 -3.51
H 3.86 -6.73 -1.95
H 5.87 -4.74 -0.06
H 4.32 -4.87 0.74
H 5.05 -3.29 0.44
H 1.61 -5.71 -2.46
H -0.80 -5.15 -2.54
H -1.55 -2.94 -1.65
N 3.08 -2.66 2.69
C 2.07 -3.56 3.20
P 0.57 -2.48 3.37
O 0.75 -1.49 4.49
O 0.20 -1.94 2.03
C -0.85 -3.51 4.08
N -1.04 -2.93 5.42
H 4.00 -3.09 2.68
H 3.14 -1.84 3.29
H 2.79 -2.05 1.01
H 2.32 -4.02 4.16
H 1.88 -4.35 2.47
H -0.64 -4.58 4.12
H -1.73 -3.34 3.45
H -0.29 -2.09 5.34
H -0.79 -3.56 6.19
H -1.99 -2.59 5.58
C 1.56 3.91 0.37
Si 0.36 3.73 -1.09
C 1.01 2.36 -2.25
C -0.03 5.39 -1.92
Si -1.82 2.93 -0.31
Te -1.50 0.79 0.93
Si -2.81 4.46 1.37
C -3.42 6.02 0.49
C -4.20 3.47 2.21
C -1.40 4.82 2.60
Si -3.50 2.29 -2.04
C -4.16 3.92 -2.77
C -4.87 1.25 -1.23
C -2.51 1.24 -3.28
H 2.55 4.22 0.02
H 1.69 2.97 0.90
H 1.23 4.65 1.09
H 2.02 2.59 -2.58
H 0.40 2.25 -3.14
H 1.04 1.40 -1.73
H 0.85 5.79 -2.42
H -0.35 6.13 -1.20
H -0.81 5.31 -2.67
H -4.27 5.83 -0.16
H -2.65 6.49 -0.11
H -3.75 6.75 1.23
H -4.97 3.17 1.50
H -4.69 4.06 2.98
H -3.81 2.57 2.68
H -0.73 5.59 2.22
H -0.81 3.93 2.80
H -1.80 5.17 3.54
H -4.76 4.47 -2.06
H -4.80 3.71 -3.63
H -3.37 4.57 -3.12
H -5.38 1.78 -0.44
H -4.47 0.33 -0.80
H -5.62 0.96 -1.96
H -1.94 1.86 -3.96
H -3.18 0.64 -3.89
H -1.82 0.57 -2.78
*
```

Frontier orbital gap (alpha / beta), eV: 8.031 / 5.094
Total energy, eV: -133488.5774



C5H11NO2 in the gas phase at a distorted geometry, computed with wB97M-V/def2-TZVPD.

```
! RIJCOSX wB97M-V def2-TZVPD def2/J DEFGRID3
* xyz 0 1
C -0.37 2.48 0.15
N -0.99 1.46 1.05
C -1.37 0.24 0.45
O -2.12 -0.62 0.95
C -0.41 -0.16 -0.82
C 1.04 -0.59 -0.38
C 1.16 -2.06 -0.08
O -0.07 -2.70 0.33
H 0.62 2.03 -0.03
H -0.97 2.80 -0.64
H -0.11 3.37 0.64
H -1.09 1.61 2.04
H -0.88 -1.12 -1.17
H -0.35 0.62 -1.67
H 1.66 0.16 0.12
H 1.59 -0.44 -1.41
H 1.86 -2.36 0.72
H 1.37 -2.59 -1.13
H -0.60 -2.11 0.86
*
```

Frontier orbital gap, eV: 10.367
Structure (SMILES): CNC(=O)CCCO
ΔE to the lowest compared entry with this formula, charge and spin, eV: 2.5293
Total energy, eV: -10946.7376



A molecular structure, C27H26AsN2OS2TeZn at a distorted geometry, computed with wB97M-V/def2-TZVPD.

```
! RIJCOSX wB97M-V def2-TZVPD def2/J DEFGRID3
* xyz -1 1
Zn 0.23 0.08 -0.06
S 2.62 0.02 0.07
C 3.32 -1.58 0.32
C 4.71 -1.62 0.53
C 5.37 -2.81 0.75
C 4.67 -4.01 0.78
C 3.30 -3.99 0.57
C 2.62 -2.79 0.34
As 0.71 -2.68 0.07
C 0.27 -4.55 -0.28
C 0.59 -5.03 -1.54
C 0.33 -6.35 -1.90
C -0.27 -7.20 -0.98
C -0.60 -6.74 0.28
C -0.33 -5.42 0.63
C 0.20 -2.63 2.00
C 1.21 -2.43 2.95
C 0.93 -2.38 4.31
C -0.37 -2.54 4.75
C -1.38 -2.75 3.83
C -1.11 -2.77 2.47
H 5.26 -0.69 0.52
H 6.44 -2.81 0.92
H 5.18 -4.95 0.95
H 2.73 -4.92 0.59
H 1.05 -4.37 -2.27
H 0.59 -6.70 -2.89
H -0.48 -8.23 -1.26
H -1.06 -7.40 1.00
H -0.58 -5.07 1.62
H 2.23 -2.31 2.63
H 1.74 -2.22 5.01
H -0.59 -2.51 5.81
H -2.41 -2.87 4.16
H -1.94 -2.94 1.80
O -1.47 0.53 -0.15
C -4.23 -0.44 -0.81
Te -2.52 -1.56 -0.23
C -3.83 -3.38 -0.13
H -4.98 -0.47 -0.02
H -4.65 -0.83 -1.74
H -3.85 0.56 -0.94
H -4.33 -3.55 -1.08
H -4.58 -3.27 0.66
H -3.22 -4.26 0.10
N 2.64 3.01 -1.70
C 1.77 3.48 -0.75
N 0.93 2.76 -0.10
C 0.22 3.53 0.81
C -0.80 3.06 1.64
C -1.42 3.95 2.49
C -1.06 5.30 2.53
C -0.07 5.79 1.69
C 0.55 4.89 0.84
S 1.81 5.20 -0.34
H 2.48 2.06 -2.00
H 2.97 3.66 -2.39
H -1.09 2.01 1.55
H -2.21 3.59 3.14
H -1.57 5.97 3.21
H 0.20 6.83 1.70
*
```

Frontier orbital gap, eV: 5.471
ΔE to the lowest compared entry with this formula, charge and spin, eV: 2.2186
Total energy, eV: -171669.6749



A molecular structure, C20H29NNiO2PS2, computed with wB97M-V/def2-TZVPD.

```
! RIJCOSX wB97M-V def2-TZVPD def2/J DEFGRID3
* xyz -1 3
Ni -0.10 0.79 -1.28
C -1.06 -2.47 -0.95
O -1.77 -1.25 -1.03
C -2.49 -1.13 -2.23
C -2.93 0.32 -2.39
O -1.84 1.19 -2.66
C -1.40 1.16 -4.01
H -1.74 -3.32 -1.04
H -0.57 -2.50 0.03
H -0.29 -2.51 -1.73
H -3.38 -1.77 -2.20
H -1.87 -1.44 -3.07
H -3.36 0.66 -1.45
H -3.67 0.39 -3.19
H -2.20 1.51 -4.67
H -1.09 0.16 -4.31
H -0.54 1.81 -4.07
S -3.64 0.40 2.21
P -1.76 0.92 1.95
S -1.31 2.01 0.32
C -0.66 -0.55 2.06
C 0.66 -0.49 1.61
C 1.49 -1.60 1.75
C 1.02 -2.76 2.35
C -0.29 -2.81 2.80
C -1.13 -1.72 2.65
C -1.15 1.88 3.39
C -1.87 1.92 4.58
C -1.38 2.62 5.67
C -0.16 3.29 5.59
C 0.56 3.25 4.40
C 0.07 2.56 3.31
H 1.03 0.39 1.10
H 2.50 -1.54 1.37
H 1.67 -3.61 2.46
H -0.67 -3.72 3.26
H -2.16 -1.76 2.98
H -2.82 1.40 4.63
H -1.95 2.65 6.59
H 0.22 3.84 6.44
H 1.50 3.78 4.33
H 0.61 2.56 2.37
C 2.10 -1.01 -3.88
C 2.50 -0.20 -2.63
C 3.31 1.03 -3.09
C 3.39 -1.07 -1.74
N 1.35 0.22 -1.92
H 2.98 -1.35 -4.45
H 1.48 -0.40 -4.54
H 1.52 -1.89 -3.58
H 4.21 0.74 -3.63
H 3.59 1.62 -2.22
H 2.69 1.66 -3.74
H 4.29 -1.42 -2.26
H 2.82 -1.95 -1.40
H 3.69 -0.50 -0.86
*
```

Frontier orbital gap (alpha / beta), eV: 6.544 / 6.830
ΔE to the lowest compared entry with this formula, charge and spin, eV: 0.0265
Total energy, eV: -98799.1842